No. 1
The following is a DFT calculation (ωB97M-V/def2-TZVPD) of 4 unconnected molecules or ions with the total composition C44H92N11O7P3 at a distorted geometry.

Geometry as ORCA input:
```
! RIJCOSX wB97M-V def2-TZVPD def2/J DEFGRID3
* xyz 0 1
C 1.67684 -4.36730 6.81833
C 2.38914 -4.81986 5.72443
C 2.15992 -4.43284 4.26428
C 1.61709 -3.01554 4.06790
C 0.62233 -2.74086 3.11661
C -0.03749 -3.81273 2.27315
C -1.44450 -4.09568 2.93530
C -2.51934 -3.14574 2.35487
C -3.95286 -3.48353 2.81527
C -4.82398 -2.20457 2.81520
N -4.27469 -1.24922 3.80336
C 0.26911 -1.38602 2.91684
C -0.37339 -0.84652 1.64762
O 0.67838 -0.11687 0.96824
C 0.26933 1.15059 0.48182
C 0.65175 2.33002 1.41830
C 0.42790 -0.56700 4.00551
C 1.37429 -0.86253 4.98045
C 2.17418 -1.96890 4.82756
C 3.51014 -2.06330 5.54049
C 4.21238 -0.65315 5.36562
C 5.55129 -0.67154 4.44098
O 4.12914 -0.06574 4.14627
C 1.35805 0.23502 6.03504
O 2.03170 0.38798 7.03017
N 0.20467 0.95563 5.68613
C -0.72313 1.37243 6.74618
C -2.03034 0.57868 6.75777
C -1.88434 -0.81991 7.43566
C -2.22462 -2.00833 6.51275
C -0.24990 0.74665 4.37866
O -1.08391 1.37297 3.76861
H 2.18755 -3.68644 7.51072
H 0.66595 -4.68246 7.09161
H 3.18321 -5.56332 5.89560
H 1.35896 -5.10541 3.89953
H 3.02666 -4.61700 3.62339
H -0.21906 -3.55022 1.23106
H 0.49233 -4.76683 2.30092
H -1.73894 -5.14766 2.81403
H -1.41110 -3.87651 4.01278
H -2.47718 -3.13673 1.25542
H -2.25530 -2.13928 2.70328
H -4.36331 -4.17543 2.06498
H -3.90844 -3.92995 3.81597
H -4.73489 -1.74487 1.82150
H -5.87141 -2.43383 3.04531
H -4.04670 -0.36735 3.35691
H -4.97180 -1.01007 4.50021
H -1.23759 -0.20805 1.83799
H -0.59660 -1.68412 0.98200
H 0.81277 1.33655 -0.45532
H -0.80398 1.18834 0.25054
H -0.23458 2.90107 1.72210
H 1.33796 3.03249 0.93211
H 1.10359 1.96759 2.34625
H 4.20704 -2.70884 5.00251
H 3.47723 -2.22475 6.61781
H 4.23363 -0.00606 6.24610
H 5.95593 0.05017 3.71656
H 6.06950 -0.12289 5.30578
H -0.84710 2.46136 6.72067
H -0.21702 1.15876 7.69701
H -2.51042 0.46552 5.77874
H -2.73896 1.15339 7.37211
H -0.87304 -0.91717 7.85563
H -2.58331 -0.86748 8.28216
H -1.82376 -2.92580 6.96570
H -1.78535 -1.86240 5.51867
H -3.30700 -2.13341 6.41213
C -9.82741 -1.87368 6.86821
N -10.69238 -1.82844 5.70136
C -10.96461 -0.44370 5.34121
P -10.36987 -2.80626 4.30675
O -8.99370 -2.22360 4.00977
N -9.82900 -4.39989 4.62557
C -9.85109 -5.03738 5.92002
C -8.68289 -4.83974 3.83415
N -12.05728 -3.41441 4.35260
C -12.72730 -3.25852 3.05127
C -13.01352 -3.14872 5.41574
H -10.24884 -1.25096 7.66187
H -8.80720 -1.52819 6.66223
H -9.78049 -2.87525 7.29038
H -11.74913 -0.39748 4.57591
H -10.07550 0.05850 4.94151
H -11.32895 0.11922 6.20294
H -8.98889 -4.74498 6.53312
H -9.82161 -6.12538 5.80673
H -10.76583 -4.82497 6.47380
H -7.73513 -4.46390 4.24070
H -8.76984 -4.50948 2.80138
H -8.64179 -5.93182 3.81921
H -12.97886 -2.21125 2.84951
H -13.64180 -3.85226 3.00419
H -12.07176 -3.60902 2.24704
H -13.39575 -2.12121 5.40554
H -12.59889 -3.35095 6.39896
H -13.86522 -3.82583 5.29480
C 1.97648 0.41565 -3.26164
N 2.63399 0.44108 -4.55646
C 2.03251 -0.54882 -5.43833
P 2.93487 1.93739 -5.37503
O 1.49411 2.38988 -5.52826
N 3.46605 3.23048 -4.38033
C 3.91295 3.10973 -3.01289
C 2.78477 4.50809 -4.56488
N 4.65351 1.48608 -5.59355
C 5.07114 1.61003 -7.00114
C 5.29484 0.32279 -5.00375
H 1.95620 -0.60703 -2.87544
H 0.94706 0.79396 -3.29365
H 2.53650 0.98086 -2.51870
H 2.63020 -0.65648 -6.35184
H 1.01376 -0.26992 -5.73424
H 2.00372 -1.53047 -4.96062
H 3.07027 3.07303 -2.30981
H 4.53288 3.96935 -2.73993
H 4.54163 2.23291 -2.85497
H 1.83004 4.54274 -4.02452
H 2.59042 4.69321 -5.61892
H 3.41534 5.32709 -4.20917
H 4.65018 0.80198 -7.61176
H 6.15830 1.59114 -7.09509
H 4.73102 2.56165 -7.42073
H 4.99905 -0.62069 -5.47882
H 5.10248 0.24475 -3.93730
H 6.37876 0.42999 -5.11457
C 6.90528 6.92203 -9.37071
N 7.72967 5.72807 -9.28053
C 8.18694 5.54672 -7.90941
P 7.22417 4.23136 -9.99514
O 5.93472 4.10965 -9.18459
N 6.48420 4.38544 -11.53366
C 6.48506 5.57340 -12.35504
C 5.23014 3.66075 -11.71990
N 8.80814 4.12642 -10.83804
C 9.46446 2.83033 -10.60276
C 9.81804 5.17314 -10.85721
H 7.43828 7.76975 -8.93185
H 5.94012 6.81898 -8.86129
H 6.72767 7.20563 -10.40579
H 8.94488 4.75459 -7.86351
H 7.36699 5.26652 -7.23714
H 8.65646 6.45691 -7.53086
H 5.70919 6.28392 -12.04354
H 6.29227 5.31103 -13.39959
H 7.44954 6.08150 -12.35372
H 4.37697 4.20990 -11.30259
H 5.27489 2.68259 -11.24555
H 5.04679 3.48979 -12.78351
H 9.86146 2.75778 -9.58392
H 10.28143 2.66729 -11.30785
H 8.74680 2.01506 -10.74419
H 10.34594 5.28097 -9.90247
H 9.40182 6.13832 -11.13012
H 10.55867 4.92794 -11.62547
*
```

Values from the calculation:
- structure (SMILES) = C=CCc1c(CCCCCN)c(COCC)c2c(c1C[C@H]1CO1)C(=O)N(CCCC)C2=O.CN(C)P(=O)(N(C)C)N(C)C.CN(C)P(=O)(N(C)C)N(C)C.CN(C)P(=O)(N(C)C)N(C)C
- orbital gap (eV) = 6.9
- electronic energy (eV) = -105694.845

No. 2
The following is a DFT calculation (ωB97M-V/def2-TZVPD) of a molecular structure, C44H92N6O8S at a distorted geometry.

Geometry as ORCA input:
```
! RIJCOSX wB97M-V def2-TZVPD def2/J DEFGRID3
* xyz 0 1
C -7.17892 5.08218 3.93377
C -6.06581 4.08176 4.27602
C -4.85073 4.31135 3.38778
C -3.63863 3.47286 3.76995
C -2.43347 3.83680 2.88886
C -1.30040 2.78553 2.91959
C -0.06545 3.32328 3.64187
C -0.27398 3.35955 5.15601
C 0.96484 3.72670 5.99350
C 0.93058 5.15732 6.57935
C 1.85932 6.22230 5.95963
C 2.36760 6.00550 4.52213
C 2.33140 7.30171 3.66640
C 1.12198 7.37071 2.70966
C -0.08854 7.92113 3.40442
C -0.42236 9.31192 3.31157
C -1.50059 9.83212 3.96203
C -2.31752 8.97965 4.75253
N -3.38983 9.31721 5.46524
S -3.93962 7.98303 6.15401
N -2.86655 6.90932 5.60601
C -2.01801 7.58631 4.83848
C -0.88499 7.09126 4.14066
H -6.80756 6.08724 4.11454
H -8.06874 4.89167 4.52341
H -7.40705 4.98423 2.87697
H -6.44287 3.07667 4.10057
H -5.78728 4.20553 5.31912
H -4.57381 5.36517 3.40788
H -5.13188 4.06157 2.36444
H -3.84808 2.41111 3.66499
H -3.39371 3.70218 4.80454
H -2.76338 4.02737 1.87252
H -2.05301 4.77290 3.29236
H -1.02312 2.60435 1.88433
H -1.63931 1.85252 3.35994
H 0.81651 2.73253 3.40607
H 0.05686 4.34281 3.28433
H -0.59088 2.35681 5.44352
H -1.10720 4.01934 5.39402
H 0.95320 3.04723 6.84218
H 1.88154 3.50705 5.45346
H 1.19087 5.08466 7.63223
H -0.10539 5.48157 6.56966
H 2.70749 6.35795 6.62302
H 1.33308 7.17307 5.98284
H 1.81693 5.24907 3.97634
H 3.40555 5.69680 4.59044
H 2.34046 8.15333 4.34295
H 3.24802 7.34413 3.08417
H 0.91558 6.37953 2.32512
H 1.39774 8.05939 1.91367
H 0.20248 9.94813 2.70361
H -1.77097 10.87409 3.89987
H -0.65104 6.03853 4.19142
C -1.88674 -1.47632 1.32554
O -0.91370 -0.66308 1.96086
C -0.16190 -1.33378 2.96250
C 1.24445 -1.61068 2.47510
N 1.21894 -2.60932 1.41545
C 2.46244 -2.78505 0.67011
C 3.04109 -1.59457 -0.08883
O 2.27140 -1.16999 -1.20598
C 1.18098 -0.31926 -0.90026
H -2.52166 -0.82804 0.72710
H -1.43122 -2.21269 0.65817
H -2.51109 -1.99517 2.05918
H -0.65734 -2.25858 3.27253
H -0.11181 -0.67284 3.83423
H 1.85523 -1.97695 3.30643
H 1.67159 -0.65478 2.14159
H 0.49282 -2.35891 0.75882
H 2.27455 -3.57935 -0.05657
H 3.22681 -3.16160 1.35846
H 3.99996 -1.91208 -0.50423
H 3.26023 -0.74093 0.56418
H 1.39798 0.33379 -0.05170
H 0.26834 -0.88804 -0.70083
H 0.99233 0.30198 -1.77733
C 8.38823 -4.29180 -5.01633
O 8.57310 -2.90581 -5.22561
C 7.70953 -2.33144 -6.19861
C 6.67193 -1.42944 -5.56371
N 5.68854 -2.19021 -4.80274
C 4.80319 -1.38485 -3.96103
C 5.41085 -0.52853 -2.85408
O 5.96445 -1.26409 -1.77791
C 7.28744 -1.73198 -1.96157
H 9.22426 -4.64534 -4.41501
H 7.46031 -4.50825 -4.47596
H 8.38556 -4.83912 -5.96334
H 7.23608 -3.10593 -6.80940
H 8.33485 -1.72296 -6.85787
H 6.15489 -0.87515 -6.35290
H 7.20858 -0.70209 -4.94051
H 6.17277 -2.85466 -4.21419
H 4.09781 -2.07241 -3.48746
H 4.21385 -0.73221 -4.61335
H 4.58852 0.04573 -2.42006
H 6.13674 0.20342 -3.22903
H 7.88847 -1.03565 -2.55136
H 7.30325 -2.71991 -2.43023
H 7.74021 -1.83189 -0.97476
C 2.70990 -4.93710 -6.09779
O 1.31957 -5.20494 -6.07693
C 0.97671 -6.58481 -6.06424
C 0.41573 -7.00689 -4.72177
N 1.44662 -7.00967 -3.69236
C 0.95923 -7.15228 -2.32177
C 0.01176 -6.09293 -1.76550
O 0.60326 -4.82221 -1.57698
C 0.66495 -4.00841 -2.73740
H 2.83676 -3.87647 -6.30720
H 3.18771 -5.15495 -5.13675
H 3.21157 -5.50912 -6.88355
H 1.83260 -7.20578 -6.34473
H 0.19965 -6.72630 -6.82087
H -0.00001 -8.01541 -4.80958
H -0.41059 -6.32347 -4.48430
H 1.97054 -6.14744 -3.75517
H 1.83934 -7.17468 -1.67471
H 0.47526 -8.13019 -2.22803
H -0.29234 -6.42852 -0.77039
H -0.91013 -5.99917 -2.35351
H -0.19258 -4.16857 -3.39683
H 1.59302 -4.17987 -3.28849
H 0.67235 -2.96569 -2.41775
C -8.24756 -2.29457 -2.93085
O -7.77225 -3.60677 -2.70321
C -7.13223 -4.20915 -3.82117
C -5.63846 -4.33792 -3.60816
N -4.97568 -3.03971 -3.63512
C -3.58204 -3.05190 -3.19535
C -3.26353 -3.50248 -1.77298
O -3.69997 -2.61712 -0.75696
C -5.05529 -2.74881 -0.36751
H -8.88267 -2.02693 -2.08795
H -7.43315 -1.56476 -2.99330
H -8.84431 -2.24206 -3.84587
H -7.35210 -3.66132 -4.74215
H -7.55109 -5.21414 -3.92291
H -5.22047 -4.96331 -4.40288
H -5.48883 -4.86288 -2.65544
H -5.49131 -2.39560 -3.05083
H -3.20193 -2.03368 -3.30918
H -3.01174 -3.67903 -3.88899
H -2.17267 -3.52912 -1.68514
H -3.61190 -4.52135 -1.56474
H -5.39882 -3.78406 -0.42858
H -5.70921 -2.10779 -0.96463
H -5.13216 -2.41791 0.66898
*
```

Values from the calculation:
- orbital gap (eV) = 7.9
- electronic energy (eV) = -83270.602

No. 3
The following is a DFT calculation (ωB97M-V/def2-TZVPD) of 16 unconnected molecules or ions with the total composition C44H96B2F8N6O6 at a distorted geometry.

Geometry as ORCA input:
```
! RIJCOSX wB97M-V def2-TZVPD def2/J DEFGRID3
* xyz 4 1
C 6.70381 14.85954 16.02582
C 7.14347 16.01910 15.24413
C 8.02334 19.73994 17.15950
O 7.52424 20.19923 16.11483
C 6.75296 21.44192 15.97985
N 8.12445 16.00630 14.40039
H 9.43784 24.08276 12.98836
H 8.82867 15.35932 14.34976
H 8.37415 16.83049 13.87616
H 7.66448 14.30291 16.22034
H 5.89617 14.39580 15.39480
H 6.14130 15.11779 16.92144
H 6.40648 16.93561 15.17692
H 8.52935 18.73790 16.99153
H 7.83627 20.23616 18.11890
H 5.90875 21.41190 16.60406
H 6.53749 21.77153 14.94911
H 7.54051 22.11050 16.24932
C 12.26011 11.37124 13.65334
C 10.67437 11.30527 13.55343
C 10.00058 10.05097 14.10984
O 8.61274 10.34310 14.17281
C 7.82545 9.24054 14.61787
N 10.03949 12.54001 14.13843
H 10.57936 12.82732 14.87740
H 9.91405 13.26782 13.42989
H 9.16542 12.10042 14.54760
H 12.66568 11.48770 14.67281
H 12.69695 12.21884 13.06406
H 12.69552 10.42259 13.20485
H 10.39303 11.38140 12.45499
H 10.39243 9.82689 15.11297
H 10.27384 9.27157 13.34004
H 8.39542 8.48075 15.15146
H 7.34079 8.71962 13.75348
H 7.01370 9.50888 15.29191
C 20.16680 6.86595 9.09977
C 20.81383 6.72238 10.46018
C 21.08000 7.73084 11.37669
C 21.71060 7.69593 12.61271
C 20.48960 7.21393 22.72048
C 15.43436 4.75950 21.98282
N 16.52271 5.23910 21.39494
O 17.34388 5.29632 20.59910
C 21.72262 7.00067 22.16037
C 15.49301 4.31848 23.37925
C 21.37994 5.30420 10.67466
H 20.75803 6.73719 8.18906
H 19.76532 7.84583 9.06177
H 19.63067 5.95089 9.11310
H 20.98570 8.71140 10.92109
H 18.41638 3.33355 6.09243
H 21.61835 8.46593 13.28451
H 22.47639 7.10104 13.06254
H 19.91011 8.14562 22.64463
H 20.00616 6.73279 23.72264
H 22.02786 7.56183 21.24652
H 23.68332 5.36789 12.81942
H 22.47228 6.26538 22.20517
H 14.36452 4.21061 23.68248
H 16.07385 4.84443 24.10444
H 15.87491 3.22098 23.35647
H 21.53770 4.82519 9.66304
H 20.33838 4.92388 10.99669
H 22.16858 5.00072 11.35757
C 16.34821 19.78627 4.77782
C 15.21999 20.67224 4.54528
C 13.86727 19.91839 5.00786
C 13.24102 20.43760 6.28614
C 11.82459 19.70089 6.79743
C 15.53711 21.61110 7.58806
N 15.90682 21.95817 6.46689
O 16.69722 22.65419 6.00730
C 15.89671 20.58508 8.50437
C 14.30216 22.66049 8.08128
C 15.28403 21.90738 3.83066
H 16.37931 19.05428 5.55794
H 17.06668 20.61865 4.82805
H 16.56838 19.37746 3.75245
H 13.73730 18.93001 4.48049
H 12.82506 20.38636 4.63670
H 13.80901 20.94927 7.06335
H 13.14484 11.60029 4.07228
H 11.11230 19.58033 5.93144
H 11.60349 19.21209 7.74298
H 16.11528 20.95871 9.53775
H 16.74500 20.10396 8.08062
H 14.96960 20.09818 8.71753
H 14.57689 23.58830 8.53690
H 13.57910 22.18370 8.85856
H 13.59114 23.04270 7.20863
H 14.62340 22.74295 3.85739
H 15.42029 21.50476 2.75684
H 16.35033 22.09029 3.87067
C 11.98563 15.82821 22.19633
C 11.22602 17.13443 21.96809
C 11.06877 18.01387 23.27022
C 12.40826 18.65402 23.68365
C 12.94113 19.62805 22.67133
C 13.11926 19.05723 21.28238
N 11.92906 18.13990 20.91115
O 11.50986 18.22024 19.82780
C 14.38279 18.10237 21.27818
C 13.32525 20.06483 20.16847
C 9.88073 16.84573 21.19743
H 11.32563 15.35906 22.97049
H 12.96580 16.02106 22.58957
H 12.01799 15.26113 21.24467
H 10.77167 17.21498 24.02346
H 10.27830 18.73602 23.26077
H 13.02558 17.79564 23.91664
H 12.29500 19.29195 24.54576
H 13.94373 19.93150 22.95086
H 12.39368 20.57432 22.69538
H 14.39501 17.61484 22.25046
H 15.26919 18.66079 20.99861
H 14.28294 17.33991 20.49924
H 12.58442 20.89340 20.23475
H 13.31882 19.68090 19.20465
H 14.25850 20.57860 20.43961
H 9.40571 17.76727 20.96427
H 9.27456 16.42741 21.95939
H 10.04698 16.28581 20.30812
C 8.34213 10.08962 5.58523
C 6.84685 10.56742 5.77230
C 6.15322 9.84789 6.92954
C 6.88427 10.28717 8.30503
C 6.62104 11.76656 8.55219
C 7.11144 12.68573 7.34060
N 6.87018 12.08751 6.05278
O 6.72322 12.83705 5.16195
C 8.63036 12.80932 7.62472
C 6.55481 14.09679 7.43158
C 6.08967 10.26656 4.50413
H 8.77669 10.58627 4.68918
H 8.31464 9.00757 5.47422
H 8.89379 10.33655 6.49499
H 6.24896 8.85608 6.70212
H 5.11644 9.96629 6.95068
H 7.98100 10.07556 8.29372
H 6.48328 9.73856 9.16947
H 7.18934 12.21152 9.39565
H 5.52319 11.93897 8.80030
H 8.67363 13.45527 8.52403
H 9.08338 13.35807 6.77450
H 9.06171 11.88675 7.78685
H 7.01190 14.68877 6.58173
H 6.82513 14.44567 8.47846
H 5.45381 14.14097 7.36980
H 5.07834 10.70470 4.58209
H 6.00020 9.24716 4.46588
H 6.47748 10.57588 3.52082
B 10.45952 16.40002 17.32938
F 10.99635 16.08207 18.64240
F 11.05590 17.01398 16.30270
F 10.20865 14.99358 16.82805
F 9.19151 16.93072 17.48458
B 7.88540 14.51414 12.02371
F 9.24809 14.35213 12.39891
F 7.72926 13.83385 10.80394
F 7.13620 13.96290 13.00848
F 7.61373 15.90018 11.85893
*
```

Values from the calculation:
- orbital gap (eV) = 1.0
- electronic energy (eV) = -91430.082